A structure of composition C7H21NbO4S2 in a non-equilibrium geometry. Source: OMol25; level of theory: wB97M-V/def2-TZVPD.

Geometry (Å):
C 1.3836 -0.7714 0.8971
C 0.5722 0.1345 -0.0452
Nb -1.5019 0.4740 0.7897
C -2.3914 -1.6042 0.4723
O -1.5581 -2.5457 0.3736
O -3.6197 -1.6195 0.2611
H 1.0520 -0.7199 1.9391
H 1.3038 -1.8102 0.5700
H 2.4499 -0.5012 0.8968
H 1.0862 1.1001 -0.1541
H 0.5334 -0.2924 -1.0537
H -1.8523 1.2585 -0.9011
H -3.1250 1.2925 1.2072
H -1.2186 -0.0530 2.5560
H -0.8093 2.0707 1.4968
C 1.1489 4.0305 1.2282
S 1.7168 4.2293 2.9165
O 1.1596 3.1055 3.7016
C 0.6913 5.6695 3.2913
H 1.6260 3.1342 0.8366
H 0.0726 3.8623 1.2353
H 1.4377 4.9097 0.6455
H -0.3522 5.3933 3.1405
H 0.9752 6.5025 2.6467
H 0.8657 5.9286 4.3347
C 0.3187 -4.6188 -4.5518
S 0.0860 -3.2989 -3.3341
O 1.4073 -3.1517 -2.6697
C -0.9831 -4.2328 -2.2522
H 1.0039 -4.2461 -5.3115
H 0.7495 -5.4862 -4.0505
H -0.6407 -4.8697 -5.0060
H -0.4357 -5.1243 -1.9364
H -1.8837 -4.5023 -2.8079
H -1.2686 -3.6475 -1.3623

HOMO ... 0.0203 Ha
DFT total energy ... -39001.7577 eV
Net charge ... -2
Molecular weight ... 326.3 g mol⁻¹

Atom charges from the Löwdin analysis, given in e for atoms 1 to 4: atom 1 (C): -0.252, atom 2 (C): -0.475, atom 3 (Nb): 0.885, atom 4 (C): -0.886